Arrangement 1

DFT (ωB97M-V/def2-TZVPD) results for a cluster of 2 separate species, C3H11N2 in total.

ORCA input file:
```
! RIJCOSX wB97M-V def2-TZVPD def2/J DEFGRID3
* xyz 2 2
C -0.87894 -0.82733 -2.23069
N 0.00102 0.21061 -1.55775
H -1.79179 -0.94348 -1.65922
H -0.29717 -1.74193 -2.13439
H -0.94606 -0.59546 -3.28630
H -0.40304 1.15377 -1.62772
H -0.04093 0.08447 -0.51838
H 0.96723 0.27279 -1.88433
C -0.06276 -0.59274 1.99138
C 1.16642 1.39940 1.51762
N 0.23643 0.61755 1.24827
H -1.14783 -0.78288 1.99065
H 0.25911 -1.47498 1.43439
H 0.15148 -0.63245 3.06842
H 1.29534 2.39808 1.07496
H 1.49148 1.45459 2.57310
*
```

Computed properties:
* orbital gap (spin up / spin down): 12.3 / 8.2 eV
* HOMO (spin up / spin down): -22.17 / -22.12 eV
* <S²>: 0.7595
* LUMO level (spin up / spin down): -9.85 / -13.88 eV
* molar mass: 75.13 g mol⁻¹


Arrangement 2

DFT (ωB97M-V/def2-TZVPD) results for a cluster of 2 separate species, C3H11N2 in total.

ORCA input file:
```
! RIJCOSX wB97M-V def2-TZVPD def2/J DEFGRID3
* xyz 2 2
C 0.00060 2.19515 0.12663
N -1.01259 1.18848 -0.28795
H -0.54131 3.14991 0.19667
H 0.76453 2.13859 -0.64977
H 0.52993 1.85399 1.02519
H -1.32163 1.31270 -1.26966
H -0.59741 -0.16055 -0.36881
H -1.91329 1.31407 0.20182
C 0.68060 -1.32422 1.13676
C 0.29996 -1.89572 -1.19766
N 0.07128 -1.14171 -0.20054
H 1.52109 -0.64778 1.26231
H -0.04474 -1.12717 1.91341
H 0.89665 -2.37872 1.32866
H -0.23742 -1.67893 -2.12433
H 0.90377 -2.79808 -1.09272
*
```

Computed properties:
* orbital gap (spin up / spin down): 12.9 / 7.5 eV
* HOMO (spin up / spin down): -22.17 / -22.21 eV
* <S²>: 0.7582
* LUMO level (spin up / spin down): -9.32 / -14.75 eV
* molar mass: 75.13 g mol⁻¹


What should be chosen as the most stable of them? Choose arrangement 1.


Arrangement 1

DFT (ωB97M-V/def2-TZVPD) results for a cluster of 10 separate species, C30H80O30S10 in total.

ORCA input file:
```
! RIJCOSX wB97M-V def2-TZVPD def2/J DEFGRID3
* xyz 0 1
C 5.35240 5.69304 3.02549
C 5.73941 6.30338 1.68501
O 6.44303 5.41220 0.79271
S 5.70503 4.07082 0.29288
C 4.01777 4.61279 0.11027
O 6.16234 3.76559 -1.00345
O 5.79303 3.13181 1.34179
H 4.79956 6.41656 3.63385
H 6.22027 5.37844 3.60048
H 4.69084 4.82520 2.95877
H 4.99965 6.90547 1.15798
H 6.53012 6.99792 1.99475
H 3.32855 3.82557 -0.17689
H 4.02305 5.42099 -0.61986
H 3.65169 5.02461 1.04917
C -0.30453 3.11841 -0.02712
C 0.08607 1.68764 0.06413
O 0.23328 1.10641 -1.22150
S 0.19597 -0.46633 -1.40499
C -1.55131 -0.75308 -1.39828
O 0.66591 -0.69824 -2.72130
O 0.87412 -1.04483 -0.28337
H -0.61926 3.58119 0.90590
H -1.02642 3.31322 -0.81861
H 0.54711 3.76406 -0.28566
H 1.01597 1.54192 0.62331
H -0.63660 1.18565 0.72244
H -1.93378 -0.36236 -2.34076
H -2.12704 -0.32658 -0.58054
H -1.81896 -1.80943 -1.40853
C 3.04892 4.12289 6.59674
C 2.19832 3.97243 5.39566
O 2.46147 2.70597 4.74227
S 1.95392 2.46757 3.27540
C 0.39570 1.69157 3.67101
O 1.62739 3.67223 2.59612
O 2.80367 1.53464 2.64991
H 4.09092 3.94765 6.34090
H 2.68346 3.61251 7.48515
H 3.00648 5.15473 6.97136
H 1.15654 3.82870 5.72936
H 2.10513 4.82201 4.72246
H -0.32840 1.63241 2.86213
H 0.03066 2.18518 4.56188
H 0.61046 0.63056 3.80037
C -6.71462 0.52399 -2.53520
C -5.67534 0.76248 -1.45547
O -4.98676 2.02050 -1.81759
S -4.32236 2.79397 -0.58998
C -5.82355 3.53557 0.07917
O -3.75307 1.81621 0.26969
O -3.59438 3.88589 -1.11110
H -7.21347 -0.42843 -2.38182
H -6.19192 0.48626 -3.49080
H -7.37371 1.39194 -2.53519
H -6.07517 0.79311 -0.44118
H -4.86803 0.02915 -1.45986
H -6.34982 3.78604 -0.83676
H -5.57934 4.43911 0.62452
H -6.38256 2.82536 0.67671
C -9.01507 -2.64939 -1.06495
C -7.87490 -3.02551 -0.15485
O -6.69793 -2.30854 -0.63841
S -5.26975 -2.99043 -0.53315
C -4.91749 -2.89892 1.20757
O -5.36918 -4.35166 -0.93549
O -4.38732 -2.09184 -1.17797
H -8.97294 -1.58492 -1.28125
H -9.99570 -3.02429 -0.77486
H -8.89273 -3.16225 -2.02729
H -8.03479 -2.76219 0.89668
H -7.69650 -4.10567 -0.17599
H -4.94305 -1.86434 1.52104
H -4.12349 -3.58627 1.47297
H -5.80196 -3.37809 1.65629
C 0.31438 -7.60400 -0.31923
C 1.35057 -6.71573 -1.00002
O 1.98455 -7.55607 -1.96465
S 2.37710 -7.04373 -3.43652
C 3.30814 -5.62619 -3.01988
O 3.20830 -8.08101 -3.93414
O 1.16789 -6.71865 -4.10325
H -0.32258 -7.14301 0.44035
H 0.73219 -8.48445 0.16705
H -0.35710 -7.85308 -1.13987
H 0.78866 -5.88399 -1.45345
H 1.99168 -6.19829 -0.26917
H 3.95518 -5.23622 -3.79434
H 3.83357 -5.87653 -2.09606
H 2.66708 -4.82744 -2.66645
C -2.64860 -5.03750 -2.28489
C -3.72143 -5.88737 -2.90951
O -3.50473 -7.31399 -2.97142
S -3.71573 -8.09514 -1.60484
C -5.43626 -7.66309 -1.21165
O -3.65965 -9.48599 -1.83188
O -2.86641 -7.50825 -0.63697
H -2.60538 -5.26504 -1.21656
H -2.81773 -3.96116 -2.33310
H -1.62708 -5.17648 -2.64705
H -4.71271 -5.68176 -2.53468
H -3.73407 -5.57142 -3.95578
H -5.74317 -7.07296 -2.07077
H -5.41959 -7.08198 -0.30215
H -6.04881 -8.55527 -1.24159
C 1.33259 7.07366 -0.78832
C 1.92595 8.18284 -1.60214
O 3.13962 7.69046 -2.25449
S 3.79310 8.56799 -3.41090
C 5.43808 8.67404 -2.75284
O 3.81174 7.74099 -4.57169
O 3.21691 9.86620 -3.41070
H 2.16049 6.52109 -0.34285
H 0.75421 6.38596 -1.39872
H 0.72525 7.45373 0.02926
H 1.26400 8.52747 -2.40007
H 2.20940 9.09839 -1.07883
H 5.38502 9.25195 -1.83450
H 6.03061 9.23631 -3.46959
H 5.78510 7.65889 -2.59953
C 8.35846 -0.75608 -3.16029
C 7.87968 -0.06411 -1.90095
O 6.54249 0.45375 -1.99045
S 5.32659 -0.55941 -2.09184
C 3.97029 0.51037 -1.71617
O 5.23270 -1.07755 -3.42413
O 5.43729 -1.44909 -0.97306
H 9.41129 -0.53017 -3.34205
H 7.82729 -0.49382 -4.07616
H 8.25986 -1.84270 -3.11769
H 7.99125 -0.77714 -1.07918
H 8.52085 0.78581 -1.68518
H 3.27499 -0.10295 -1.14768
H 3.53198 0.82837 -2.65766
H 4.27463 1.33384 -1.07746
C -3.08711 -2.71931 5.53609
C -2.26433 -3.61385 4.64307
O -2.11098 -3.23751 3.27996
S -1.24445 -1.91389 2.91388
C 0.42120 -2.51592 3.15406
O -1.51458 -1.76301 1.52693
O -1.63860 -0.85337 3.77665
H -4.16126 -2.83139 5.33158
H -2.92921 -1.64487 5.47186
H -3.04621 -2.98546 6.59530
H -1.31088 -3.87845 5.11829
H -2.82522 -4.55237 4.64579
H 0.77840 -2.30840 4.16019
H 1.01839 -2.04618 2.37736
H 0.35989 -3.59935 3.08305
*
```

Computed properties:
* orbital gap: 9.9 eV
* HOMO: -10.08 eV
* LUMO level: -0.22 eV
* molar mass: 1241.61 g mol⁻¹
* SMILES string: CCOS(C)(=O)=O.CCOS(C)(=O)=O.CCOS(C)(=O)=O.CCOS(C)(=O)=O.CCOS(C)(=O)=O.CCOS(C)(=O)=O.CCOS(C)(=O)=O.CCOS(C)(=O)=O.CCOS(C)(=O)=O.CCOS(C)(=O)=O


Arrangement 2

DFT (ωB97M-V/def2-TZVPD) results for a cluster of 10 separate species, C30H80O30S10 in total.

ORCA input file:
```
! RIJCOSX wB97M-V def2-TZVPD def2/J DEFGRID3
* xyz 0 1
C 25.07801 -6.99424 -0.67975
C 24.01625 -6.71265 -1.68465
O 22.80178 -6.35894 -1.02736
S 21.83873 -5.12084 -1.66523
C 22.99849 -3.73016 -1.21339
O 21.63933 -5.33130 -3.10231
O 20.61632 -5.02504 -0.81544
H 25.43108 -6.00094 -0.40262
H 25.81060 -7.47518 -1.32790
H 24.87874 -7.48603 0.27237
H 24.45360 -6.02931 -2.41257
H 23.83630 -7.58612 -2.31137
H 22.86347 -3.55496 -0.14607
H 22.64943 -2.81619 -1.69392
H 23.98657 -3.88102 -1.64818
C 20.23396 -11.19967 3.98552
C 21.19522 -12.18798 4.71038
O 22.49602 -12.11741 4.22346
S 23.30394 -13.30433 3.29574
C 23.42647 -14.73754 4.54393
O 22.34367 -13.66569 2.26575
O 24.63788 -12.90816 2.92523
H 20.58218 -10.16882 4.05024
H 19.31331 -11.28177 4.56324
H 19.97041 -11.51848 2.97706
H 21.08049 -11.98754 5.77563
H 20.94883 -13.21489 4.44051
H 22.46423 -14.80801 5.05111
H 24.21193 -14.38661 5.21326
H 23.78353 -15.62437 4.02033
C 15.31049 -8.79376 0.53754
C 16.27350 -9.22534 -0.48086
O 15.98965 -10.63379 -0.66843
S 16.59159 -11.42610 -1.95758
C 18.06962 -11.96955 -1.15139
O 15.72480 -12.60134 -2.27140
O 16.92533 -10.41682 -2.97076
H 15.59064 -9.15819 1.52587
H 14.28538 -9.08602 0.30985
H 15.34672 -7.70447 0.52256
H 16.18798 -8.62578 -1.38712
H 17.32584 -9.14026 -0.20985
H 18.66712 -11.07166 -0.99361
H 18.57064 -12.74587 -1.72966
H 17.71741 -12.34636 -0.19114
C 33.10648 -7.62808 -2.94721
C 34.11430 -7.40970 -4.04080
O 34.48462 -8.62332 -4.57043
S 36.13253 -8.76787 -5.14591
C 36.30788 -7.39764 -6.34688
O 37.02621 -8.64056 -4.00368
O 36.07677 -10.09572 -5.77126
H 33.61654 -8.26704 -2.22633
H 32.13962 -8.02416 -3.25765
H 32.75531 -6.71520 -2.46614
H 33.69312 -6.83708 -4.86712
H 34.87113 -6.76698 -3.59110
H 35.81189 -6.49829 -5.98182
H 35.81227 -7.86491 -7.19784
H 37.36042 -7.31219 -6.61697
C 25.24870 -1.32458 -6.75076
C 26.63096 -1.67852 -7.24834
O 27.30147 -2.34053 -6.20084
S 28.19049 -1.45656 -5.08839
C 29.77435 -1.61207 -6.14679
O 27.56300 -0.16421 -5.06367
O 28.18156 -2.32320 -3.91143
H 24.45708 -0.92484 -7.38451
H 25.31830 -0.58507 -5.95302
H 24.87244 -2.26495 -6.34797
H 26.52047 -2.41320 -8.04592
H 27.17620 -0.80073 -7.59518
H 29.42913 -1.90961 -7.13694
H 30.31535 -2.45236 -5.71167
H 30.25092 -0.63318 -6.19940
C 25.85808 5.46222 4.05764
C 26.55045 4.28617 3.37471
O 25.82406 3.07391 3.67744
S 25.88366 1.75077 2.70939
C 27.64870 1.26368 2.97050
O 25.01694 0.72915 3.26208
O 25.55787 2.16304 1.33237
H 25.70253 5.38557 5.13376
H 24.96160 5.84316 3.56844
H 26.57058 6.28711 4.05577
H 26.86925 4.39703 2.33829
H 27.53311 4.04656 3.78100
H 27.64323 1.13637 4.05302
H 28.22385 2.14890 2.69903
H 27.82524 0.34258 2.41506
C 17.07497 0.10307 -1.69170
C 16.79240 -0.14606 -3.19955
O 16.90037 1.17392 -3.83263
S 17.84402 1.45195 -5.15546
C 17.22268 0.12316 -6.30311
O 17.61865 2.76361 -5.77604
O 19.20071 1.03242 -4.75812
H 18.10218 0.28808 -1.37751
H 16.85746 -0.82487 -1.16281
H 16.47453 0.89066 -1.23642
H 17.52053 -0.81472 -3.65871
H 15.81038 -0.55959 -3.42918
H 17.99337 0.05248 -7.07066
H 16.26863 0.38029 -6.76331
H 17.06899 -0.82251 -5.78332
C 18.21360 8.82598 -1.55507
C 18.48717 7.39195 -1.86015
O 19.81799 7.25871 -2.25236
S 21.04846 6.95965 -1.20449
C 20.67572 5.10181 -1.17534
O 22.30969 7.27134 -1.87261
O 20.74560 7.59829 0.03621
H 18.75633 9.24819 -0.70932
H 17.15271 8.97568 -1.35455
H 18.53322 9.47289 -2.37204
H 18.06306 6.65080 -1.18272
H 17.87502 7.21952 -2.74538
H 21.31293 4.55849 -1.87310
H 19.62980 4.91948 -1.42213
H 20.88404 4.84710 -0.13619
C 28.17237 -12.81959 -3.46404
C 26.66324 -12.68401 -3.67084
O 26.38323 -11.66407 -4.61704
S 25.10569 -11.83409 -5.65616
C 26.00429 -13.00882 -6.87677
O 24.00661 -12.60245 -5.00670
O 24.83509 -10.61922 -6.40374
H 28.58195 -13.18395 -4.40616
H 28.26115 -13.62224 -2.73194
H 28.72246 -11.91138 -3.21773
H 26.08805 -13.55326 -3.98969
H 26.09883 -12.36774 -2.79362
H 27.05045 -12.77359 -7.07251
H 25.64856 -12.94311 -7.90500
H 25.88108 -14.02177 -6.49355
C 25.44289 -6.60239 5.09424
C 26.72941 -6.05582 5.73294
O 27.63508 -5.65018 4.63638
S 29.20313 -6.03169 5.00449
C 29.38439 -7.63884 4.19065
O 30.09886 -5.06256 4.34068
O 29.36133 -6.38810 6.41004
H 24.80438 -7.05312 5.85401
H 25.65315 -7.31334 4.29522
H 24.77040 -5.84755 4.68672
H 26.32991 -5.15776 6.20411
H 27.06899 -6.75491 6.49718
H 30.28409 -8.12472 4.56822
H 29.19673 -7.58137 3.11847
H 28.47335 -8.14771 4.50556
*
```

Computed properties:
* orbital gap: 10.9 eV
* HOMO: -10.86 eV
* LUMO level: 0.05 eV
* molar mass: 1241.61 g mol⁻¹
* SMILES string: CCOS(C)(=O)=O.CCOS(C)(=O)=O.CCOS(C)(=O)=O.CCOS(C)(=O)=O.CCOS(C)(=O)=O.CCOS(C)(=O)=O.CCOS(C)(=O)=O.CCOS(C)(=O)=O.CCOS(C)(=O)=O.CCOS(C)(=O)=O


What should be chosen as the most stable of them? Choose arrangement 1.